Molecular formula: C2H11N3O2
Method: DFT, the ωB97M-V functional and the def2-TZVPD basis

The geometry in XYZ format:
```
18
Properties=species:S:1:pos:R:3:forces:R:3:mulliken_spin:R:1
C -2.7470 0.0127 0.5180 0.60 0.05 0.53 0.162
N -1.9179 -0.8623 -0.3116 1.48 1.52 0.87 -0.402
C -0.5038 -0.5723 -0.2627 -0.48 -0.73 3.96 1.994
N 0.1412 -0.6042 -1.4040 0.13 -0.34 -0.68 0.740
N 0.0047 -0.3773 0.9719 -2.55 -0.36 -2.29 -0.465
H -2.3138 -0.1250 1.5666 -0.45 1.26 -1.45 0.008
H -3.6935 -0.4449 0.5734 -1.42 -0.72 0.05 -0.122
H -2.9938 1.0587 0.0745 1.14 -1.32 1.08 0.010
H -2.3011 -1.0649 -1.2003 -0.05 0.17 -1.14 -0.119
H 1.0975 -0.4675 -1.4703 2.54 0.35 0.85 -0.071
H -0.1525 -0.6638 -2.3381 -1.74 -0.30 -1.03 -0.898
H 0.8780 -0.7783 1.2602 0.76 0.46 -0.92 -0.125
H 5.4399 -1.3663 -0.4633 0.62 0.89 -1.47 -0.106
H 4.6607 -0.3569 -1.0796 -3.43 1.90 -0.09 -0.214
O 5.4895 -0.7040 -1.2246 2.75 -2.78 1.50 0.616
H -0.4599 1.7962 1.2554 -0.25 -0.62 2.25 -0.013
H -0.1544 3.1175 1.4624 -0.22 0.25 1.55 -0.042
O -0.4738 2.4026 2.0721 0.56 0.31 -3.57 0.049
```
Forces are in eV/Å.

The calculation puts the frontier orbital gap (alpha / beta) at 3.0458 / 8.5529 eV. Its multiplicity is 2. Its net charge is -1. The calculation puts the highest occupied orbital energy (alpha / beta) at 0.63 / -4.94 eV. The calculation puts the LUMO energy (alpha / beta) at 0.13526 / 0.13289 hartree. Its expectation value of S² is 0.75.